[1]
The following is a quantum chemistry calculation of C8H9NO3S as an isolated structure at a distorted geometry, from OMol25.

Geometry as XYZ:
```
22
Properties=species:S:1:pos:R:3:nbo_charge:R:1
C 0.204 -1.181 1.262 -0.12
C 0.997 -0.309 0.630 0.18
C -1.074 -0.443 1.314 0.29
C 0.090 0.922 0.615 0.30
C -2.048 -0.646 0.436 -0.45
C -0.181 1.314 -0.638 -0.21
C 0.456 -2.606 1.203 -0.65
C -0.896 2.537 -1.058 -0.66
N 2.054 -0.205 -0.206 -0.81
O 1.376 -0.013 -2.690 -0.90
O 2.321 2.073 -1.569 -0.89
O -0.740 0.907 1.663 -0.47
S 1.495 0.858 -1.511 2.15
H -2.076 -1.702 0.203 0.20
H -2.959 -0.135 0.331 0.22
H -0.256 -3.012 1.849 0.23
H 0.384 -3.008 0.186 0.22
H 1.414 -2.820 1.625 0.23
H -0.144 3.210 -1.297 0.24
H -1.432 2.992 -0.123 0.24
H -1.556 2.386 -1.929 0.23
H 2.573 -1.119 -0.296 0.43
```

Computed properties:
max |F|: 3.877 eV Å⁻¹
total charge: 0
orbital gap: 8.750 eV
HOMO level: -8.64 eV


[2]
The following is a quantum chemistry calculation of C2H5O2S2 as an isolated structure at a distorted geometry, from OMol25.

Geometry as XYZ:
```
11
Properties=species:S:1:pos:R:3:nbo_charge:R:1
C 1.793 0.544 0.527 -0.74
S 0.355 1.738 0.542 -0.03
S -1.055 1.300 -1.010 -0.50
H 2.612 1.346 0.655 0.20
H 1.795 -0.019 1.480 0.21
H 1.966 0.012 -0.359 0.22
H -1.086 -0.363 -0.715 0.42
O -0.562 -1.426 -0.530 -0.83
C 0.184 -2.235 0.225 0.65
O -0.334 -3.260 0.734 -0.67
H 1.206 -1.950 0.276 0.09
```

Computed properties:
max |F|: 5.361 eV Å⁻¹
total charge: -1
orbital gap: 7.173 eV
HOMO level: -3.67 eV


[3]
The following is a quantum chemistry calculation of a 5-piece molecular cluster, C24H29ClN2O6 overall at a distorted geometry, from OMol25.

Geometry as XYZ:
```
62
Properties=species:S:1:pos:R:3:nbo_charge:R:1
C -0.443 5.755 0.385 -0.64
C 0.151 4.383 0.055 -0.23
N -0.817 3.743 -0.761 -0.30
C -1.379 2.558 -0.484 0.02
C -1.993 2.068 -1.667 -0.04
N -1.730 3.017 -2.607 -0.27
C -0.937 3.972 -2.141 0.23
C -1.751 2.649 -4.097 -0.40
H -1.494 5.861 0.775 0.24
H -0.150 6.492 -0.463 0.21
H 0.235 6.172 1.236 0.23
H 0.316 4.102 0.981 0.24
H 1.356 4.332 -0.387 0.24
H -1.460 2.125 0.456 0.27
H -2.620 1.257 -1.897 0.26
H -0.544 4.865 -2.502 0.24
H -2.774 2.320 -4.346 0.22
H -1.242 1.805 -4.446 0.24
H -1.508 3.587 -4.653 0.22
Cl 0.067 -0.319 1.147 -0.86
C -2.447 -3.380 -1.396 -0.22
C -2.181 -4.844 -1.449 -0.26
C -0.803 -5.298 -1.334 0.29
C 0.200 -4.335 -1.166 -0.26
C -0.103 -2.950 -1.056 -0.26
C -1.365 -2.490 -1.173 0.26
O -1.815 -1.162 -0.984 -0.77
O -0.540 -6.588 -1.425 -0.73
H -3.476 -3.065 -1.486 0.21
H -2.827 -5.534 -1.700 0.18
H 1.289 -4.724 -1.097 0.22
H 0.600 -2.172 -0.889 0.24
H -1.222 -0.700 -0.358 0.50
H -1.090 -7.439 -1.304 0.52
C 0.507 -2.209 4.855 -0.25
C 1.349 -2.631 6.108 -0.20
C 0.600 -3.215 7.139 0.25
C -0.805 -3.349 7.128 -0.26
C -1.517 -2.928 6.012 -0.23
C -0.907 -2.353 4.831 0.28
O -1.613 -1.953 3.749 -0.67
O 1.300 -3.721 8.289 -0.70
H 1.066 -1.973 4.055 0.20
H 2.207 -2.615 5.992 0.15
H -1.386 -3.832 7.930 0.23
H -2.634 -2.977 5.991 0.22
H -1.122 -1.609 3.087 0.50
H 2.022 -4.289 7.842 0.47
C 1.486 0.954 -2.293 -0.31
C 1.894 0.952 -3.870 -0.26
C 2.870 1.862 -4.325 0.22
C 3.484 2.662 -3.433 -0.24
C 3.353 2.481 -2.057 -0.27
C 2.466 1.645 -1.469 0.29
O 2.472 1.464 -0.135 -0.74
O 3.147 2.067 -5.644 -0.69
H 0.646 0.266 -1.764 0.26
H 1.380 0.239 -4.660 0.22
H 4.219 3.312 -3.770 0.22
H 3.774 3.098 -1.336 0.22
H 1.892 0.675 0.295 0.55
H 2.349 1.915 -6.317 0.49
```

Computed properties:
max |F|: 19.260 eV Å⁻¹
total charge: 0
orbital gap: 6.841 eV
HOMO level: -7.41 eV